The following is a quantum chemistry calculation of a cluster of 4 separate species, C32H64BrF5O11S in total at a distorted geometry, from OMol25.

Cartesian coordinates (Å):
C 5.289 -1.816 0.016
C 5.685 -3.357 -0.210
C 4.942 -4.040 -1.477
O 3.613 -3.548 -1.723
C 2.624 -4.572 -1.945
C 2.977 -5.642 -3.080
C 3.705 -5.064 -4.368
O 3.608 -5.542 -5.527
C 2.440 -5.444 -0.578
C 1.727 -4.633 0.597
C 2.618 -3.485 1.260
F 1.889 -3.065 2.459
O 1.354 -3.912 -2.099
C 1.274 -3.108 -3.293
S 0.270 -4.127 -4.528
C 0.494 -1.727 -2.885
C 1.559 -0.915 -2.006
C 1.641 0.661 -2.325
C 2.169 1.502 -1.038
Br 3.065 0.920 -3.739
O 0.346 -1.016 -4.123
C -0.995 -0.971 -4.639
C -0.854 -0.580 -6.217
O -0.686 -2.178 -2.237
C -1.339 -1.278 -1.363
F -1.327 0.104 -1.730
C -0.954 -1.454 0.206
C -2.227 -0.869 1.032
C -2.297 -1.423 2.525
F -3.399 -0.759 3.157
F -1.171 -1.118 3.304
F -2.640 -2.798 2.533
H 6.272 -1.228 0.143
H 4.732 -1.696 0.999
H 4.735 -1.398 -0.886
H 6.803 -3.358 -0.494
H 5.607 -4.010 0.720
H 5.584 -3.738 -2.389
H 5.057 -5.164 -1.373
H 2.004 -6.150 -3.425
H 3.683 -6.439 -2.637
H 4.335 -4.114 -4.255
H 1.704 -6.280 -0.880
H 3.394 -5.973 -0.261
H 1.529 -5.396 1.440
H 0.684 -4.235 0.321
H 3.626 -3.851 1.632
H 2.661 -2.581 0.575
H 2.269 -2.835 -3.769
H -0.548 -4.924 -3.731
H 2.600 -1.310 -2.307
H 1.493 -1.081 -0.884
H 0.702 1.105 -2.772
H 1.378 2.203 -0.612
H 2.564 0.738 -0.288
H 3.065 2.142 -1.357
H -1.557 -1.963 -4.632
H -1.672 -0.173 -4.193
H -1.572 -1.221 -6.834
H -1.021 0.541 -6.347
H 0.227 -0.842 -6.514
H -2.455 -1.575 -1.389
H -0.859 -2.547 0.499
H -0.075 -0.800 0.517
H -2.184 0.277 1.125
H -3.224 -1.111 0.544
C -2.756 1.604 5.149
O -3.130 2.976 5.178
C -4.544 3.155 5.211
C -5.037 3.431 6.629
O -4.832 2.309 7.482
C -3.670 2.447 8.289
H -1.703 1.532 5.428
H -3.341 1.000 5.846
H -2.878 1.213 4.136
H -5.056 2.289 4.778
H -4.771 4.025 4.586
H -6.116 3.612 6.594
H -4.561 4.327 7.043
H -3.886 3.111 9.132
H -2.818 2.835 7.726
H -3.407 1.461 8.679
C -4.407 3.064 -10.068
O -4.701 3.606 -8.788
C -4.477 2.671 -7.736
C -3.131 2.908 -7.056
O -2.045 2.662 -7.945
C -1.519 3.860 -8.503
H -4.304 3.891 -10.773
H -3.478 2.488 -10.071
H -5.233 2.424 -10.395
H -4.555 1.643 -8.107
H -5.272 2.821 -7.000
H -3.031 2.200 -6.227
H -3.073 3.920 -6.642
H -0.871 4.353 -7.770
H -2.305 4.548 -8.820
H -0.918 3.592 -9.376
C 2.327 2.910 6.976
O 1.957 4.281 7.005
C 0.543 4.463 7.040
C 0.052 4.742 8.459
O 0.257 3.618 9.312
C 1.420 3.757 10.119
H 3.380 2.835 7.254
H 1.741 2.308 7.675
H 2.202 2.517 5.962
H 0.029 3.598 6.608
H 0.317 5.333 6.415
H -1.027 4.924 8.423
H 0.530 5.636 8.872
H 1.204 4.420 10.963
H 2.271 4.144 9.555
H 1.682 2.770 10.508

Results
structure (SMILES): CCCO[C@@](CC=O)(CCCF)O[C@@H](S)[C@@](C[C@@H](C)Br)(OCC)O[C@H](F)CCC(F)(F)F.COCCOC.COCCOC.COCCOC
HOMO level: -9.14 eV
E: -151200.7088 eV
LUMO: 0.392 eV
HOMO-LUMO gap: 0.3503 Ha

Atomic partial charges in e from the Mulliken method, atoms 1 to 99:
1. C -0.651
2. C -0.636
3. C -0.415
4. O 0.001
5. C 0.099
6. C -0.553
7. C -0.057
8. O -0.547
9. C -0.930
10. C -0.318
11. C 0.807
12. F -0.402
13. O -0.051
14. C -0.668
15. S -0.254
16. C 1.072
17. C -0.104
18. C 0.157
19. C -0.957
20. Br -0.198
21. O -0.273
22. C 0.111
23. C -0.977
24. O -0.506
25. C -0.013
26. F -0.395
27. C 0.207
28. C -0.935
29. C 0.798
30. F -0.281
31. F -0.234
32. F -0.273
33. H 0.414
34. H 0.164
35. H 0.030
36. H 0.440
37. H 0.258
38. H 0.334
39. H 0.177
40. H 0.445
41. H 0.398
42. H 0.209
43. H 0.562
44. H 0.295
45. H 0.381
46. H -0.204
47. H 0.114
48. H -0.442
49. H 0.493
50. H 0.143
51. H 0.424
52. H -0.896
53. H 0.497
54. H 0.236
55. H 0.242
56. H 0.350
57. H 0.217
58. H 0.128
59. H 0.305
60. H 0.164
61. H 0.272
62. H 0.434
63. H -0.024
64. H 0.152
65. H 0.312
66. H 0.370
67. C -0.675
68. O -0.364
69. C -0.465
70. C -0.462
71. O -0.411
72. C -0.599
73. H 0.261
74. H 0.365
75. H 0.211
76. H 0.299
77. H 0.367
78. H 0.398
79. H 0.272
80. H 0.353
81. H 0.152
82. H 0.273
83. C -0.724
84. O -0.377
85. C -0.587
86. C -0.281
87. O -0.332
88. C -0.810
89. H 0.250
90. H 0.314
91. H 0.321
92. H 0.321
93. H 0.380
94. H 0.279
95. H 0.336
96. H 0.314
97. H 0.352
98. H 0.257
99. C -0.719



The following is a quantum chemistry calculation of a cluster of 4 separate species, C32H64Cl2N5O4P2S2 in total at a distorted geometry, from OMol25.

Cartesian coordinates (Å):
C -4.199 1.775 -5.237
C -3.434 0.931 -4.377
P -2.571 0.238 -2.775
C -2.682 1.931 -1.892
C -1.889 3.157 -2.637
C -0.247 3.044 -2.593
S 0.611 4.569 -1.912
C 2.091 4.997 -2.985
S 2.879 3.883 -4.052
N 2.686 6.396 -2.943
C 3.439 6.862 -1.712
C 3.929 8.407 -2.110
N 3.391 8.694 -3.524
C 2.642 7.465 -4.027
O -2.212 -0.357 -1.153
C -2.186 -1.853 -1.185
C -1.647 -2.352 -2.687
C -0.004 -2.278 -2.484
Cl 0.820 -1.564 -0.940
C 0.976 -2.817 -3.511
C 0.507 -3.481 -4.935
Cl 2.834 -2.724 -3.182
P -2.349 -4.129 -3.013
O -2.560 -4.435 -4.714
O -3.927 -4.335 -2.303
O -2.283 -1.322 -3.574
H -4.988 2.462 -5.812
H -3.924 -0.209 -2.435
H -1.214 0.495 -3.184
H -2.292 1.817 -0.770
H -3.833 2.238 -1.848
H -2.160 4.153 -2.038
H -2.210 3.357 -3.746
H 0.025 2.059 -1.977
H 0.089 2.794 -3.711
H 3.672 6.322 -0.698
H 4.542 9.173 -1.432
H 2.127 7.428 -5.101
H -3.356 -2.077 -1.122
H -1.796 -2.425 -0.241
H 1.321 -3.246 -5.773
H -0.477 -2.946 -5.277
H 0.419 -4.645 -4.822
H -2.707 -3.589 -5.242
H -4.559 -4.632 -3.044
C 5.481 3.051 -1.105
C 6.178 2.571 0.165
N 6.747 3.653 0.970
C 7.668 3.182 2.010
C 7.090 2.310 3.120
C 5.822 4.709 1.387
C 4.592 4.298 2.189
H 6.147 3.678 -1.708
H 5.187 2.192 -1.716
H 4.574 3.619 -0.882
H 6.988 1.902 -0.154
H 5.478 1.959 0.745
H 8.174 4.043 2.466
H 8.471 2.617 1.520
H 6.495 2.892 3.824
H 7.909 1.861 3.694
H 6.480 1.490 2.732
H 5.478 5.235 0.488
H 6.370 5.475 1.950
H 4.079 3.433 1.761
H 3.873 5.124 2.205
H 4.842 4.076 3.229
C -3.594 -7.800 -1.427
C -4.633 -8.871 -1.108
N -5.341 -8.649 0.155
C -6.103 -9.817 0.608
C -7.268 -10.278 -0.263
C -6.024 -7.362 0.300
C -7.071 -6.993 -0.746
H -2.888 -7.676 -0.600
H -3.024 -8.088 -2.315
H -4.059 -6.832 -1.637
H -4.094 -9.826 -1.049
H -5.327 -8.956 -1.952
H -6.473 -9.637 1.625
H -5.406 -10.657 0.711
H -8.124 -9.609 -0.181
H -7.604 -11.266 0.073
H -6.990 -10.371 -1.316
H -5.264 -6.571 0.309
H -6.483 -7.300 1.295
H -6.728 -7.177 -1.768
H -7.304 -5.926 -0.670
H -8.007 -7.534 -0.590
C 0.312 2.652 2.872
C 1.008 2.172 4.142
N 1.577 3.255 4.947
C 2.498 2.783 5.987
C 1.920 1.911 7.097
C 0.653 4.310 5.364
C -0.578 3.899 6.166
H 0.977 3.279 2.269
H 0.017 1.793 2.261
H -0.596 3.220 3.095
H 1.819 1.503 3.823
H 0.308 1.560 4.722
H 3.004 3.644 6.443
H 3.301 2.218 5.497
H 1.325 2.493 7.801
H 2.740 1.462 7.671
H 1.310 1.091 6.709
H 0.308 4.836 4.465
H 1.200 5.076 5.927
H -1.090 3.034 5.738
H -1.297 4.725 6.182
H -0.328 3.677 7.206

Results
HOMO level: -5.55 eV
net charge: -1
E: -115140.4462 eV
LUMO: 1.075 eV
HOMO-LUMO gap: 0.2434 Ha

Atomic partial charges in e from the Mulliken method, atoms 1 to 99:
1. C -0.708
2. C -0.156
3. P 1.260
4. C -0.679
5. C -0.382
6. C -0.425
7. S -0.065
8. C -0.126
9. S -0.156
10. N 0.207
11. C 0.006
12. C -0.350
13. N -0.518
14. C -0.083
15. O -0.375
16. C -1.155
17. C 0.741
18. C 0.041
19. Cl -0.177
20. C 0.067
21. C -0.632
22. Cl -0.239
23. P 0.324
24. O -0.544
25. O -0.459
26. O -0.503
27. H 0.287
28. H -0.269
29. H -0.364
30. H 0.131
31. H 0.322
32. H 0.354
33. H 0.166
34. H 0.228
35. H 0.378
36. H 0.240
37. H 0.274
38. H 0.309
39. H 0.317
40. H 0.358
41. H 0.344
42. H 0.113
43. H 0.220
44. H 0.350
45. H 0.284
46. C -1.298
47. C -0.325
48. N 0.120
49. C -0.712
50. C -0.933
51. C -0.902
52. C -0.742
53. H 0.314
54. H 0.455
55. H 0.147
56. H 0.462
57. H 0.234
58. H 0.350
59. H 0.409
60. H 0.217
61. H 0.417
62. H 0.260
63. H 0.239
64. H 0.335
65. H 0.215
66. H 0.475
67. H 0.250
68. C -1.228
69. C -0.296
70. N 0.086
71. C -0.704
72. C -0.955
73. C -0.708
74. C -0.966
75. H 0.309
76. H 0.456
77. H 0.141
78. H 0.416
79. H 0.253
80. H 0.346
81. H 0.407
82. H 0.217
83. H 0.395
84. H 0.268
85. H 0.391
86. H 0.333
87. H 0.224
88. H 0.383
89. H 0.287
90. C -1.387
91. C -0.375
92. N 0.283
93. C -0.632
94. C -1.099
95. C -0.743
96. C -0.986
97. H 0.218
98. H 0.494
99. H 0.276